<1>
2 unconnected molecules or ions with the total composition C3H6O4S. Source: the OMol25 dataset; level of theory: the ωB97M-V functional and the def2-TZVPD basis.

Values from the calculation:
HOMO	-10.354	eV
charge	0
gap between HOMO and LUMO	8.898	eV

Last column: Löwdin charge in e.
Positions of all 14 atoms, in Å:
C 1.5334 -0.3105 0.0832  -0.55
C -0.7507 0.3229 0.3250  -0.11
C 0.1254 -0.7977 -0.2831  -0.15
O 5.2982 -0.6436 -0.9162  -0.41
O 4.3919 1.3076 0.3411  -0.45
O 2.2833 -1.0305 0.7188  0.04
O 1.7869 0.8973 -0.3912  0.11
S 5.0555 -0.0014 0.3773  0.96
H -0.4592 0.5446 1.2963  0.04
H -1.8024 -0.1776 0.4384  0.11
H -0.9046 1.2698 -0.2317  0.09
H -0.1266 -0.8747 -1.4009  0.14
H -0.1772 -1.8370 0.0150  0.12
H 2.6669 1.2675 -0.2818  0.06


<2>
2 unconnected molecules or ions with the total composition C3H6O4S. Source: the OMol25 dataset; level of theory: the ωB97M-V functional and the def2-TZVPD basis.

Values from the calculation:
HOMO	-10.635	eV
charge	0
gap between HOMO and LUMO	9.343	eV

Last column: Löwdin charge in e.
Positions of all 14 atoms, in Å:
C -1.0427 0.5924 -1.2803  -0.59
C -0.3330 -0.9632 0.7149  -0.09
C -1.4799 -0.3012 -0.1619  -0.11
O 2.3611 0.2979 2.2653  -0.43
O 3.5929 0.2241 0.2069  -0.41
O -1.7975 0.9738 -2.1522  0.09
O 0.1737 1.0401 -1.2084  0.07
S 2.4317 0.7487 0.8750  0.90
H 0.4259 -1.4246 0.0814  0.07
H -0.8269 -1.7067 1.3091  0.06
H 0.3680 -0.2870 1.3935  0.04
H -2.0775 0.3909 0.4236  0.12
H -2.1080 -1.1322 -0.3837  0.11
H 0.3124 1.5469 -2.0831  0.19


Which one sits at the bottom of the stability order? <2> does.


<1>
A molecular structure, C10H24ClCoI2OP2. Source: the OMol25 dataset; level of theory: the ωB97M-V functional and the def2-TZVPD basis.

Values from the calculation:
HOMO (alpha / beta)	-15.917 / -16.232	eV
charge	+2
expectation value of S²	6.087
spin multiplicity	5
gap between HOMO and LUMO (alpha / beta)	6.682 / 5.660	eV

Last column: Löwdin charge in e.
Positions of all 41 atoms, in Å:
I -2.0328 -1.5464 2.1879  1.06
I 1.2676 2.3083 2.9592  0.87
Co -0.2938 0.1352 0.5661  -0.05
P -1.6798 1.0571 -1.3109  0.79
C -3.1608 2.0839 -0.8816  -0.22
C -0.7486 2.1752 -2.3986  -0.24
H -1.6344 -0.7989 -2.8739  0.04
H -3.0596 0.2381 -3.1811  0.08
H -3.0472 -0.8551 -1.7655  0.06
C -2.4256 -0.1968 -2.3992  -0.24
H 0.1402 1.6608 -2.7946  0.04
H -1.3467 2.5486 -3.2446  0.08
H -3.7425 2.4051 -1.7621  0.08
H -2.7584 2.9374 -0.3185  0.05
H -0.4201 3.0402 -1.7934  0.07
H -3.7459 1.4274 -0.2289  0.05
C -1.3658 1.0417 1.6337  -0.51
O -2.2732 1.8242 1.9156  0.03
Cl 0.6767 -0.7535 -1.2575  0.29
C 0.3729 -1.2160 4.0142  -0.21
C 1.5371 -0.5278 3.3296  -0.46
P 1.4239 -0.7339 1.5033  0.74
C 3.0441 -0.1221 0.9096  -0.39
C 4.2771 -0.8378 1.4233  -0.11
C 1.2820 -2.5522 1.3864  -0.42
C 2.3341 -3.4471 2.0846  -0.09
H -0.4934 -0.5919 3.7935  -0.03
H 0.4819 -1.2036 5.1094  0.12
H 0.2680 -2.2350 3.6404  0.04
H 1.2164 0.5767 3.4609  -0.28
H 2.5847 -0.6703 3.6783  0.12
H 2.9964 -0.2392 -0.1543  0.04
H 3.0730 0.9253 1.1464  0.02
H 4.4226 -1.8174 0.9007  0.09
H 5.1817 -0.2398 1.1998  0.10
H 4.3087 -1.0417 2.5064  0.08
H 0.2261 -2.8501 1.6469  -0.01
H 1.3428 -2.7723 0.2662  0.08
H 2.4777 -3.1599 3.1280  0.08
H 2.0076 -4.4837 2.0485  0.10
H 3.2732 -3.3299 1.5817  0.05


<2>
A molecular structure, C10H24ClCoI2OP2. Source: the OMol25 dataset; level of theory: the ωB97M-V functional and the def2-TZVPD basis.

Values from the calculation:
HOMO (alpha / beta)	-12.061 / -14.291	eV
charge	+2
expectation value of S²	6.036
spin multiplicity	5
gap between HOMO and LUMO (alpha / beta)	3.580 / 3.431	eV

Last column: Löwdin charge in e.
Positions of all 41 atoms, in Å:
I -5.0004 -0.4649 -1.6995  0.23
I -4.1100 1.9151 -1.3292  0.12
Co 0.3304 -0.0655 0.1118  0.05
P 0.2581 0.0323 -2.0341  0.78
C -1.2096 0.1238 -3.0680  -0.25
C 1.1619 1.5541 -2.4314  -0.19
H 1.9809 -1.6916 -2.1420  0.01
H 1.1622 -1.4667 -3.7351  0.08
H 0.3504 -2.3548 -2.4174  0.08
C 1.0245 -1.5156 -2.6488  -0.21
H 2.1033 1.5931 -1.8733  0.04
H 1.3362 1.5691 -3.5107  0.08
H -0.8346 0.0637 -4.0969  0.08
H -1.7448 1.0597 -2.8929  -0.01
H 0.5350 2.4081 -2.1462  0.07
H -1.8950 -0.6973 -2.8354  0.04
C -1.3480 -0.3960 0.1813  -0.21
O -2.4723 -0.7304 0.2474  0.02
Cl 2.4882 -0.5171 0.1247  0.35
C -2.4306 0.2942 3.1943  -0.10
C -1.1111 1.0267 2.9580  -0.34
P 0.3629 0.1711 2.3069  0.94
C 1.8578 1.0797 2.9057  -0.37
C 1.9688 1.3347 4.4046  -0.10
C 0.3720 -1.5218 3.0249  -0.34
C -0.0046 -1.6387 4.4891  -0.11
H -3.0167 0.2004 2.2720  0.06
H -3.0134 0.8999 3.9001  0.11
H -2.3245 -0.6946 3.6461  0.07
H -1.2683 1.8083 2.2002  0.10
H -0.7462 1.4980 3.8794  0.09
H 2.7482 0.5574 2.5272  0.05
H 1.8441 2.0475 2.3847  0.10
H 2.1123 0.4242 4.9928  0.08
H 2.8420 1.9709 4.5902  0.10
H 1.0925 1.8637 4.7907  0.08
H -0.3874 -2.0581 2.4344  0.09
H 1.3492 -1.9906 2.8176  0.10
H -0.8523 -1.0110 4.7530  0.06
H -0.3087 -2.6722 4.6727  0.10
H 0.8125 -1.4202 5.1779  0.08


Which one sits at the bottom of the stability order? <1> does.


<1>
C7H10N2 in the gas phase. Source: the OMol25 dataset; level of theory: the ωB97M-V functional and the def2-TZVPD basis.

Values from the calculation:
HOMO	-7.983	eV
charge	0
gap between HOMO and LUMO	7.840	eV

Last column: Löwdin charge in e.
Positions of all 19 atoms, in Å:
C 0.9599 1.8214 -0.0214  0.21
C 0.0274 -0.9659 -0.0732  -0.06
C 1.7139 0.7066 -0.0532  -0.37
C 1.2833 -0.6769 -0.1190  -0.32
C -1.8688 -0.0038 -1.3050  -0.05
C -0.9186 0.1723 -0.1256  -0.41
C -1.4797 0.3847 1.3696  -0.05
N 3.0251 0.2420 0.1762  0.05
N 2.5418 -1.1508 0.0245  0.06
H -1.2269 -0.2797 -2.2273  0.12
H -0.4296 -1.8855 -0.2512  0.11
H -2.2853 0.9182 -1.6174  0.06
H -2.7078 -0.6103 -0.9538  0.09
H -0.3261 1.1947 -0.2783  0.02
H -0.5205 0.4791 2.0234  0.11
H -2.0707 -0.4633 1.7762  0.07
H -2.2087 1.2321 1.3308  0.08
H 3.6630 0.5691 -0.5574  0.13
H 2.8286 -1.6840 0.8820  0.15


<2>
2 unconnected molecules or ions with the total composition C7H10N2. Source: the OMol25 dataset; level of theory: the ωB97M-V functional and the def2-TZVPD basis.

Values from the calculation:
HOMO	-8.731	eV
charge	0
gap between HOMO and LUMO	9.682	eV

Last column: Löwdin charge in e.
Positions of all 19 atoms, in Å:
C -1.9963 -1.1743 -0.1109  -0.10
C -2.1836 -0.5953 1.2788  -0.10
C 0.4332 2.0713 0.4872  -0.10
C 0.5747 1.5001 -0.9105  -0.10
C 3.0817 -1.4402 -0.4771  -0.06
C -1.2435 0.0083 0.3277  -0.20
C -0.3366 0.8949 0.0690  -0.19
N 3.2918 -0.5314 0.3578  -0.22
N 3.4622 0.3073 1.0952  0.21
H -1.4720 -2.1142 -0.2030  0.09
H -2.7944 -1.0544 -0.8289  0.10
H -3.1044 -0.0716 1.4979  0.10
H -1.7920 -1.1492 2.1204  0.10
H 1.2559 1.9307 1.1748  0.08
H -0.0866 3.0082 0.6140  0.10
H 0.1460 2.0436 -1.7408  0.10
H 1.4938 0.9857 -1.1462  0.07
H 3.6358 -1.4558 -1.3949  0.06
H 2.3721 -2.2130 -0.2536  0.06


<3>
C7H10N2 in the gas phase. Source: the OMol25 dataset; level of theory: the ωB97M-V functional and the def2-TZVPD basis.

Values from the calculation:
HOMO	-8.457	eV
charge	0
gap between HOMO and LUMO	9.032	eV
SMILES string	[H]/N=C/N/C=C(\C)C#CC

Last column: Löwdin charge in e.
Positions of all 19 atoms, in Å:
H 2.1858 2.4909 2.1011  -0.04
N 1.6856 1.9934 1.4514  0.08
C 2.6412 1.2803 0.7363  -0.32
N 2.4534 0.5592 -0.3229  -0.03
C 1.1403 0.3710 -0.8594  -0.12
C 0.1861 -0.1621 -0.1583  -0.27
C 0.5380 -0.8507 1.1276  -0.09
C -1.3121 -0.1972 -0.7251  0.08
C -2.5952 -0.4339 -0.6347  -0.13
C -3.8533 -0.8939 -1.2279  -0.21
H 3.6942 1.1004 1.1145  0.13
H 3.3199 0.5916 -1.0492  0.22
H 0.7808 0.7695 -1.7496  0.10
H 0.1041 -1.9259 1.2864  0.12
H 1.5540 -1.0507 1.1628  0.03
H 0.2946 -0.2213 2.0549  0.10
H -4.5397 -0.0424 -1.7412  0.10
H -4.7842 -1.5727 -0.5785  0.14
H -3.4935 -1.8057 -1.9881  0.12


<4>
A molecular structure, C7H10N2. Source: the OMol25 dataset; level of theory: the ωB97M-V functional and the def2-TZVPD basis.

Values from the calculation:
HOMO	-7.821	eV
charge	0
gap between HOMO and LUMO	7.327	eV

Last column: Löwdin charge in e.
Positions of all 19 atoms, in Å:
C -0.6513 1.0821 -0.6545  -0.02
C 1.9001 -0.5691 -0.5112  0.26
C 0.5802 1.5056 -0.4512  -0.29
C 1.8143 0.7352 -0.3191  -0.39
C -0.7762 -0.4273 -0.6305  -0.22
C -1.1738 -0.9174 0.7053  -0.31
C -1.1638 -2.3859 0.6579  -0.11
N 1.3143 2.5681 -0.0303  0.04
N 2.6086 1.8873 -0.2384  0.07
H -1.4738 1.6725 -0.7698  0.08
H -0.6282 -0.6192 1.5521  0.11
H -1.5597 -0.7643 -1.3815  0.15
H 0.2429 -0.7782 -0.8663  0.02
H -2.0777 -0.3730 0.9112  0.11
H -1.3955 -2.6861 1.6563  0.07
H -0.1765 -2.6252 0.3647  0.06
H -1.9114 -2.8402 -0.0166  0.09
H 1.1876 3.5274 -0.4267  0.15
H 3.3398 2.0079 0.4486  0.12


Which one sits at the bottom of the stability order? <4> does.


<1>
A molecular structure, C6H7N. Source: the OMol25 dataset; level of theory: the ωB97M-V functional and the def2-TZVPD basis.

Values from the calculation:
HOMO	-7.198	eV
charge	0
gap between HOMO and LUMO	4.607	eV

Last column: Löwdin charge in e.
Positions of all 14 atoms, in Å:
N 0.5629 -2.8153 0.0013  -0.10
C -0.2782 -0.2843 -1.1175  -0.09
C 0.2473 -0.2559 0.2222  0.01
C -0.1135 0.9816 0.9815  -0.09
C 0.2503 2.1817 0.5909  -0.01
C -0.6790 2.0711 -0.5044  -0.15
C -0.6904 1.0273 -1.4570  0.07
H 0.0851 -3.4034 0.6578  -0.07
H 1.4389 -3.2522 -0.1684  -0.07
H 0.6108 -1.2965 0.4854  0.02
H -0.9865 0.7247 1.5393  0.14
H 1.2102 2.6533 0.7313  0.14
H -1.1717 2.9943 -0.5399  0.10
H -0.4862 -1.3265 -1.4224  0.09


<2>
C6H7N in the gas phase. Source: the OMol25 dataset; level of theory: the ωB97M-V functional and the def2-TZVPD basis.

Values from the calculation:
HOMO	-7.850	eV
charge	0
gap between HOMO and LUMO	8.984	eV
SMILES string	Nc1ccccc1

Last column: Löwdin charge in e.
Positions of all 14 atoms, in Å:
N -1.4512 0.6435 1.6939  0.10
C -0.5403 0.2943 0.7165  -0.33
C -0.6203 -0.9926 0.1820  -0.05
C 0.2557 -1.4146 -0.8478  -0.10
C 1.0823 -0.5112 -1.4501  -0.12
C 1.1683 0.7730 -0.9032  -0.11
C 0.4689 1.1543 0.2138  -0.05
H -1.5633 1.5683 2.0252  0.08
H -1.9626 -0.1269 2.0931  0.09
H -1.4275 -1.6548 0.4597  0.10
H 0.1472 -2.4290 -1.1932  0.10
H 1.6042 -0.5916 -2.3934  0.10
H 1.8325 1.4676 -1.4032  0.10
H 0.7252 2.0489 0.7678  0.10


Which one sits at the bottom of the stability order? <1> does.